[1]
13 unconnected molecules or ions with the total composition C27H80N10O13 at a distorted geometry. Source: the Open Molecules 2025 dataset; level of theory: wB97M-V/def2-TZVPD.

Geometry as XYZ:
```
130
Properties=species:S:1:pos:R:3:lowdin_charge:R:1
O -20.932 5.814 -5.895 -0.0924
O -27.573 0.112 -7.420 -0.0900
O -26.102 4.168 -6.648 -0.0580
O -26.871 -0.678 -2.947 -0.0173
O -26.018 6.966 -1.743 -0.0190
O -24.972 6.842 -6.014 0.0187
O -21.769 2.599 -4.755 -0.0339
O -26.527 2.550 0.164 0.0063
O -24.910 5.267 -3.433 -0.1123
O -23.776 2.439 -0.117 -0.0212
O -19.567 6.617 -0.773 -0.0838
O -24.278 10.158 -2.313 -0.1073
O -24.825 0.792 -3.754 -0.1059
N -24.717 -0.054 -1.618 0.2460
N -22.354 7.363 -4.776 0.1285
N -20.287 7.377 -2.865 0.1558
N -25.874 1.274 -6.233 0.1695
N -26.162 -0.750 -5.757 0.1485
N -23.662 7.869 -2.186 0.1200
N -22.963 0.867 -2.473 0.1730
N -21.611 6.179 -1.773 0.1195
N -22.429 5.239 -4.168 0.1472
N -22.070 9.215 -2.059 0.1537
C -25.079 7.841 -6.721 -0.6473
C -27.072 3.100 1.177 -0.5949
C -22.209 2.405 -5.884 -0.6437
C -28.051 3.276 -7.210 -0.0471
C -27.183 8.553 -3.006 -0.0205
C -21.751 3.295 -0.927 -0.0335
C -25.137 9.037 -5.821 -0.0381
C -26.526 0.230 -6.596 -0.6203
C -24.177 0.541 -2.594 -0.6368
C -27.816 4.436 0.784 -0.0260
C -25.058 4.076 -2.712 -0.0964
C -27.352 4.425 -6.629 -0.5861
C -20.427 6.691 -1.831 -0.6686
C -23.367 9.134 -2.181 -0.6298
C -28.163 -0.315 -1.012 -0.0248
C -28.081 2.231 1.868 -0.0450
C -22.786 3.126 0.153 -0.5913
C -27.636 4.719 -5.125 0.0077
C -23.468 3.192 -6.226 -0.0138
C -27.920 -0.149 -2.512 -0.6288
C -26.772 7.991 -1.702 -0.5641
C -28.079 7.733 -0.795 0.0048
C -26.208 7.906 -7.769 -0.0040
C -21.900 6.115 -4.930 -0.6344
C -23.393 4.413 0.901 0.0093
C -21.076 2.396 -6.949 0.0045
C -28.015 1.275 -2.923 -0.0151
H -26.297 8.548 -3.589 0.0398
H -21.511 10.115 -2.166 0.1619
H -24.098 3.147 -5.337 0.0683
H -26.227 8.865 -8.289 0.0874
H -27.972 7.935 -3.424 0.0911
H -22.551 1.397 -5.735 0.1267
H -22.000 5.780 -2.720 0.0939
H -21.945 4.304 -4.406 0.1431
H -28.582 2.676 2.678 0.0616
H -22.206 7.971 -5.623 0.1725
H -22.325 0.500 -1.694 0.1756
H -28.637 4.579 -4.863 0.0569
H -24.293 4.027 -1.906 0.0785
H -28.914 2.018 1.175 0.0912
H -22.867 7.688 -3.907 0.0966
H -22.907 7.142 -2.004 0.0716
H -27.781 7.178 0.082 0.0421
H -27.283 5.741 -4.831 0.0809
H -23.431 5.344 -3.875 0.0742
H -27.065 4.121 -4.424 0.0556
H -24.674 7.576 -2.113 0.0611
H -20.926 7.316 -3.687 0.0823
H -20.676 3.437 -7.118 0.0936
H -19.465 8.011 -3.029 0.1885
H -27.135 7.937 -7.190 0.0830
H -29.098 3.645 -7.483 0.1212
H -27.518 0.237 -0.337 0.0485
H -28.084 2.437 -6.500 0.0699
H -26.015 4.071 -2.195 0.0863
H -28.653 -0.669 -3.088 0.1399
H -27.648 1.264 2.117 0.0865
H -26.318 -0.065 -3.415 0.0237
H -28.035 1.378 -3.994 0.0855
H -23.933 5.016 0.198 0.0415
H -27.130 1.824 -2.539 0.0804
H -25.141 5.974 -2.891 0.0111
H -24.859 9.926 -6.323 0.0727
H -25.147 3.162 -3.317 0.0787
H -25.716 6.732 -0.917 0.0908
H -26.355 3.409 1.879 0.1148
H -25.674 2.944 0.043 0.0527
H -24.509 9.033 -4.873 0.0859
H -22.453 1.292 -3.269 0.1203
H -28.478 4.665 1.692 0.1055
H -25.335 -0.666 -5.196 0.0764
H -24.098 -0.240 -0.777 0.1825
H -29.132 0.099 -0.691 0.0841
H -27.605 9.536 -2.805 0.1093
H -26.174 9.193 -5.539 0.0730
H -27.599 2.929 -8.113 0.0854
H -21.431 8.395 -2.169 0.0471
H -22.635 5.090 1.349 0.1011
H -21.680 5.496 -1.099 0.0402
H -25.682 -0.178 -1.662 0.0670
H -25.610 4.782 -6.107 0.0656
H -27.088 5.198 0.465 0.0495
H -24.078 6.862 -5.638 0.0737
H -21.494 1.971 -7.874 0.0890
H -28.616 4.384 0.093 0.0597
H -26.620 -1.624 -5.762 0.1006
H -21.426 2.313 -1.220 0.0648
H -28.551 8.742 -0.632 0.1069
H -26.150 2.219 -6.510 0.0696
H -28.179 -1.378 -0.771 0.0827
H -22.219 2.616 1.016 0.1588
H -25.125 1.325 -5.536 0.0684
H -23.927 2.784 -7.085 0.0860
H -24.190 4.260 1.581 0.0523
H -21.115 1.897 -4.666 0.1360
H -27.489 5.242 -7.307 0.1213
H -26.317 7.170 -8.504 0.0571
H -24.202 7.945 -7.287 0.1210
H -22.094 3.735 -1.857 0.0596
H -26.228 8.799 -1.226 0.1332
H -20.989 3.845 -0.408 0.0944
H -28.846 1.675 -2.439 0.0679
H -23.605 1.750 -0.783 0.0678
H -23.165 4.186 -6.316 0.0570
H -28.682 7.029 -1.288 0.0541
H -20.301 1.728 -6.526 0.0818
```

**Electronic energy**: -2602.02318 Eh
**Energy above the lowest of the compared OMol25 structures with the same formula, charge and spin**: 324.10 kcal/mol
**HOMO**: -8.67 eV

---

[2]
13 unconnected molecules or ions with the total composition C27H80N10O13 at a distorted geometry. Source: the Open Molecules 2025 dataset; level of theory: wB97M-V/def2-TZVPD.

Geometry as XYZ:
```
130
Properties=species:S:1:pos:R:3:lowdin_charge:R:1
O -1.621 9.481 26.904 -0.1097
O -2.096 14.424 30.035 -0.0508
O 5.879 9.904 27.149 -0.1267
O -1.623 6.070 26.696 -0.0597
O 1.792 8.210 23.867 -0.0865
O -4.639 8.690 29.668 -0.0760
O 1.086 10.490 34.150 0.0180
O 3.547 12.991 27.991 -0.0889
O 4.655 5.756 25.295 0.0327
O 3.611 5.025 29.710 -0.0511
O 1.161 9.397 30.852 -0.0119
O 5.526 10.473 29.790 0.0003
O 1.855 9.583 26.274 0.0253
N 7.372 11.482 30.523 0.1806
N 6.113 6.859 26.571 0.1542
N 5.878 12.702 29.511 0.1913
N 1.328 8.053 32.699 0.1891
N 2.901 9.837 28.196 0.2050
N 1.500 7.199 30.711 0.1919
N 1.775 11.685 32.368 0.1885
N 4.600 8.018 25.519 0.1950
N 0.836 10.572 27.996 0.2099
N 1.707 12.583 34.400 0.1517
C 6.663 10.577 25.064 -0.0526
C -2.321 8.891 30.280 -0.0709
C 0.442 6.777 27.584 -0.0612
C 6.223 11.485 29.940 -0.7188
C -1.092 5.236 28.943 -0.0230
C 1.892 10.048 27.397 -0.7307
C 5.031 6.800 25.784 -0.7372
C 1.549 11.491 33.636 -0.7338
C 2.537 8.972 22.898 -0.4688
C 8.254 10.232 27.017 -0.0463
C -2.256 11.616 26.567 -0.1023
C 4.607 7.124 29.520 -0.0711
C 2.902 13.812 27.044 -0.4462
C 3.154 13.252 25.619 -0.0272
C 2.326 10.488 23.134 -0.0457
C 6.896 10.727 26.566 -0.4443
C 2.087 8.465 21.514 -0.0441
C -1.076 14.751 27.813 -0.0333
C 0.241 14.302 30.006 -0.0622
C -0.978 14.972 29.359 -0.4699
C -3.404 8.015 29.690 -0.3414
C -0.532 5.635 27.545 -0.4387
C 4.882 5.608 29.521 -0.4893
C 1.298 8.301 31.398 -0.6890
C 5.842 5.248 30.622 -0.0542
C 3.426 15.241 27.230 -0.0448
C -2.753 10.181 26.407 -0.2745
H -1.468 11.817 25.840 0.0794
H -2.608 9.391 31.205 0.0863
H -1.722 8.540 26.715 0.0634
H 4.353 15.460 26.700 0.0767
H -3.079 12.331 26.523 0.0776
H 3.145 10.930 22.564 0.0788
H 5.695 10.037 28.091 0.0291
H -5.284 8.106 29.263 0.0815
H 5.045 12.808 28.941 0.0662
H 1.833 13.745 27.250 0.1129
H 2.638 7.588 21.180 0.0763
H 3.736 9.381 27.868 0.0759
H 1.709 6.347 31.202 0.1018
H -1.759 6.028 29.281 0.0480
H -0.776 13.720 27.627 0.0452
H 1.448 6.415 27.804 0.0843
H 5.458 5.579 31.588 0.0832
H 5.253 5.322 28.537 0.1236
H -0.285 5.086 29.659 0.0686
H 6.738 11.784 26.786 0.1307
H 3.573 8.667 23.058 0.1066
H -0.297 15.351 27.342 0.0698
H 8.390 10.259 28.100 0.0635
H 2.236 12.916 25.134 0.0670
H 3.517 5.026 30.667 0.0695
H 8.574 9.268 26.622 0.0858
H 6.790 9.547 24.726 0.0803
H 6.291 7.754 27.000 0.0658
H 5.504 7.671 29.221 0.0612
H -1.824 11.819 27.547 0.0548
H 5.037 8.802 25.987 0.0454
H -3.095 9.941 25.400 0.1169
H 2.948 10.182 29.143 0.0996
H 1.193 14.716 29.669 0.0668
H 6.646 6.041 26.809 0.1078
H 1.565 10.868 31.793 0.0620
H 4.279 7.589 30.450 0.0781
H 3.839 7.316 28.770 0.0596
H 2.263 13.351 34.061 0.0976
H -1.466 8.278 30.571 0.0545
H 0.744 10.361 28.979 0.0780
H 0.043 10.741 27.399 0.0674
H 2.494 12.321 32.062 0.1123
H 6.800 5.749 30.482 0.0843
H 5.691 10.871 24.668 0.0707
H 0.506 7.329 26.646 0.0804
H 1.003 8.379 21.555 0.0817
H 1.073 8.773 33.365 0.0708
H 1.649 8.817 24.603 0.0164
H 2.357 9.294 20.857 0.0677
H 4.043 8.128 24.685 0.0761
H 7.858 12.344 30.704 0.1154
H 5.962 4.168 30.526 0.0869
H 3.906 12.465 25.581 0.0709
H 2.717 15.953 26.804 0.0779
H -0.912 16.023 29.646 0.1285
H 0.386 13.225 29.891 0.0646
H 0.158 14.385 31.091 0.0746
H -1.642 4.296 28.895 0.0766
H 1.571 7.222 29.705 0.0684
H 9.017 10.962 26.734 0.0802
H 6.525 13.461 29.643 0.1089
H 1.390 10.920 22.776 0.0828
H -1.902 9.565 29.532 0.0594
H 2.325 10.705 24.202 0.0382
H -1.325 6.097 25.783 0.0917
H -2.094 14.960 27.487 0.0773
H -2.843 14.967 29.769 0.0859
H 3.457 14.002 24.885 0.0743
H 3.051 12.169 28.061 0.0606
H 1.523 12.419 35.377 0.1089
H 7.389 11.162 24.496 0.0833
H -3.595 10.131 27.103 0.1046
H 1.799 7.212 32.983 0.1066
H 7.719 10.674 31.014 0.1296
H -3.140 7.773 28.659 0.0977
H -3.496 7.189 30.399 0.1095
H 0.097 7.465 28.359 0.0697
H 0.057 4.801 27.157 0.1351
H 3.553 15.445 28.293 0.0732
```

**Electronic energy**: -2602.53967 Eh
**Energy above the lowest of the compared OMol25 structures with the same formula, charge and spin**: 0.00 kcal/mol
**HOMO**: -8.81 eV